Below is a structure of composition C41H49F3N2O3P2RuSSeSi2, with properties calculated with ωB97M-V/def2-TZVPD.

```
! RIJCOSX wB97M-V def2-TZVPD def2/J DEFGRID3
* xyz -1 6
Ru 0.15 0.52 -1.10
C -2.48 -2.80 -2.57
Si -0.86 -2.80 -1.62
C 0.63 -2.86 -2.76
C -0.83 -4.42 -0.65
N -0.83 -1.38 -0.60
P -0.55 -1.26 1.01
C -0.07 0.33 1.31
P -1.08 1.67 1.15
N -1.34 1.93 -0.44
Si -1.94 3.28 -1.36
C -0.49 4.33 -1.91
C -2.96 2.66 -2.79
C -3.14 4.37 -0.39
C -0.34 3.14 1.91
C 1.05 3.20 2.02
C 1.67 4.34 2.51
C 0.90 5.43 2.91
C -0.48 5.38 2.81
C -1.10 4.24 2.31
C -2.68 1.52 1.99
C -3.79 1.10 1.27
C -5.01 0.89 1.90
C -5.13 1.10 3.27
C -4.02 1.52 4.00
C -2.81 1.72 3.37
C 0.75 -2.46 1.42
C 0.61 -3.47 2.37
C 1.60 -4.42 2.54
C 2.74 -4.39 1.75
C 2.89 -3.39 0.80
C 1.90 -2.43 0.64
C -1.97 -1.81 2.00
C -1.97 -1.62 3.38
C -3.06 -2.01 4.14
C -4.17 -2.58 3.53
C -4.18 -2.75 2.15
C -3.09 -2.36 1.39
H -2.47 -3.56 -3.36
H -2.67 -1.83 -3.03
H -3.31 -3.04 -1.90
H 0.34 -3.19 -3.76
H 1.36 -3.57 -2.36
H 1.13 -1.90 -2.88
H -1.04 -5.22 -1.37
H -1.56 -4.49 0.16
H 0.16 -4.62 -0.23
H 0.21 3.74 -2.50
H 0.04 4.73 -1.04
H -0.82 5.18 -2.53
H -2.44 1.94 -3.42
H -3.27 3.51 -3.41
H -3.87 2.18 -2.41
H -2.66 5.06 0.31
H -3.89 3.79 0.14
H -3.67 4.98 -1.13
H 1.64 2.35 1.71
H 2.75 4.38 2.58
H 1.39 6.33 3.29
H -1.08 6.22 3.12
H -2.18 4.20 2.25
H -3.69 0.93 0.20
H -5.86 0.55 1.33
H -6.07 0.93 3.76
H -4.11 1.68 5.07
H -1.94 2.04 3.94
H -0.29 -3.53 2.97
H 1.48 -5.20 3.28
H 3.51 -5.14 1.88
H 3.78 -3.35 0.17
H 2.03 -1.66 -0.12
H -1.11 -1.16 3.86
H -3.05 -1.86 5.21
H -5.02 -2.88 4.12
H -5.05 -3.18 1.66
H -3.11 -2.47 0.31
C 7.24 -2.25 -0.61
C 6.06 -1.33 -0.74
C 5.63 -0.87 -1.98
C 4.53 -0.02 -2.12
C 4.18 0.51 -3.48
C 3.82 0.36 -0.97
Se 2.40 1.68 -1.13
C 4.25 -0.07 0.29
C 3.55 0.34 1.56
C 5.37 -0.90 0.38
H 7.63 -2.54 -1.59
H 6.97 -3.16 -0.08
H 8.06 -1.78 -0.06
H 6.16 -1.18 -2.88
H 4.80 0.03 -4.25
H 4.36 1.58 -3.53
H 3.14 0.34 -3.73
H 2.48 0.44 1.41
H 3.96 1.29 1.93
H 3.70 -0.42 2.33
H 5.67 -1.24 1.37
F -2.11 0.82 -5.98
C -0.92 0.21 -5.96
F -1.12 -1.10 -6.13
F -0.20 0.66 -7.00
S -0.03 0.54 -4.38
O 0.06 1.97 -4.30
O 1.22 -0.17 -4.52
O -0.97 -0.07 -3.41
*
```

Calculated values
HOMO (alpha / beta): -4.4 / -5.0 eV
Kohn-Sham gap (alpha / beta): 6.819 / 6.808 eV
F_max: 0.81 eV/Å
<S²>: 8.76
LUMO level (alpha / beta): 2.4 / 1.8 eV

Here are the Mulliken charges for atoms 1 to 4, given in e:
1. Ru 2.4926
2. C -1.2055
3. Si 0.5722
4. C -0.6404